Record 1
C24H31Br2N7O7SSi2Ti | wB97M-V/def2-TZVPD

Computed properties:
2S+1: 2
charge: +1
HOMO-LUMO gap (spin up / spin down): 0.23794 / 0.25476 hartree
lowest unoccupied orbital energy (spin up / spin down): -4.060 / -4.056 eV

The geometry in XYZ format:
```
75
Properties=species:S:1:pos:R:3:forces:R:3:lowdin_charge:R:1
Ti 0.4530 -0.1407 0.9724 -0.6039 -1.5845 1.1463 0.943
Br 6.2548 1.8009 -0.8630 -0.1981 -0.0443 0.1283 0.836
C 4.7749 1.2450 0.1558 0.0791 0.0678 0.0094 -0.655
C 4.0504 2.1579 0.9008 0.2236 -0.1112 0.1312 -0.130
C 2.9341 1.7031 1.5814 0.1015 0.1509 0.1258 -0.119
N 2.5432 0.4315 1.5641 0.1717 -0.1854 -0.2773 0.041
C 3.2821 -0.4613 0.8689 0.2129 0.2605 0.1693 -0.209
C 4.3978 -0.0920 0.1436 -0.0256 -0.0899 0.0842 -0.026
C 2.7830 -1.8474 0.9731 0.0873 -0.4093 0.0866 -0.185
C 3.5653 -2.9605 0.7135 0.0126 0.0446 -0.0263 -0.021
C 3.0316 -4.2183 0.9523 -0.0379 -0.0538 0.0006 -0.648
Br 4.0536 -5.7558 0.6071 -0.1305 0.2008 0.0497 0.853
C 1.7417 -4.3302 1.4551 0.1315 -0.0737 0.0344 -0.068
C 1.0180 -3.1738 1.6514 -0.0221 -0.0353 0.0511 -0.091
N 1.5128 -1.9568 1.4098 0.4893 -0.6272 -0.0442 0.020
H 4.3316 3.1983 0.9454 -0.0347 0.0237 -0.0278 0.113
H 2.3272 2.3930 2.1558 -0.0662 -0.0226 -0.0658 0.138
H 4.9630 -0.8132 -0.4282 -0.0255 -0.0107 -0.0219 0.117
H 4.5772 -2.8618 0.3504 0.0173 0.0360 0.0325 0.118
H 1.3104 -5.2962 1.6718 -0.0414 0.0085 0.0013 0.123
H -0.0031 -3.2164 2.0090 0.0031 -0.0130 -0.0369 0.097
O -2.5624 3.5544 -4.4140 -0.1210 0.0147 0.1180 0.093
N -3.0417 3.7344 -3.3109 -0.0993 0.0919 -0.2156 -0.347
O -4.0369 4.3808 -3.0651 0.1168 -0.0410 -0.0358 0.110
C -2.3383 3.1261 -2.1786 0.2628 -0.2048 0.4736 -0.114
C -1.4068 2.1411 -2.4278 0.1532 -0.1056 -0.1064 0.090
C -0.7070 1.5758 -1.3699 -0.5220 0.6043 0.7540 -0.159
C -0.9641 1.9889 -0.0243 -0.6148 0.6454 -1.0356 -0.254
O -0.3220 1.4285 0.9798 -0.4051 1.6352 0.2162 -0.156
C -1.8913 3.0321 0.1582 0.3826 -0.5460 -0.2796 -0.044
C -2.5820 3.5904 -0.9029 -0.1342 0.1856 -0.0651 0.099
N -2.1013 3.6123 1.4874 -0.1838 0.1388 0.3320 -0.321
O -1.7320 2.9820 2.4609 -0.0669 0.0583 -0.1255 0.090
O -2.6421 4.6964 1.5289 0.0700 -0.0907 -0.0336 0.113
N 0.3275 0.6976 -1.6769 -0.0813 -0.1156 -1.2155 -0.268
O 0.9122 -0.0143 -0.7023 0.4548 0.3198 -1.6578 -0.167
O 0.7604 0.5490 -2.8329 -0.0484 -0.1184 0.2395 0.047
H -1.2053 1.8146 -3.4365 0.0500 0.0404 -0.0221 0.139
H -3.2901 4.3882 -0.7358 0.0056 -0.0013 0.0487 0.141
C -3.4370 0.0719 2.5172 0.2453 -0.2201 -0.0276 -0.152
Si -1.9749 -1.1203 2.4127 -0.2217 0.2774 -0.0004 0.509
C -0.5243 -0.2761 3.3974 -0.6759 0.0193 -0.3579 -0.150
C -2.4403 -2.7437 3.2681 0.1870 0.1820 -0.3021 -0.165
C -1.3305 -1.1517 0.6187 0.2274 -0.6814 0.4789 -0.399
Si -1.3881 -2.5418 -0.6925 -0.0838 -0.0148 -0.2642 0.490
C -2.1495 -4.1582 -0.0715 0.0128 0.3743 -0.0800 -0.178
C -2.4492 -1.8188 -2.0864 0.0695 -0.1650 0.2925 -0.165
C 0.2876 -3.0053 -1.4821 -0.2423 0.0542 0.2266 -0.156
H -3.4410 0.5968 3.4737 -0.0011 -0.0155 0.0390 0.044
H -4.3915 -0.4467 2.4208 -0.0006 -0.0740 -0.0411 0.040
H -3.3891 0.8276 1.7320 0.0376 0.0167 -0.0044 0.020
H -0.3706 -0.7034 4.3867 0.1483 -0.1656 -0.0810 0.064
H -0.7633 0.7807 3.5250 0.0776 0.0298 -0.0497 0.041
H 0.4462 -0.3399 2.8837 0.3473 -0.0694 1.3505 -0.028
H -3.1476 -2.5194 4.0682 0.0244 0.0738 0.0466 0.041
H -1.6027 -3.2771 3.7200 0.0527 0.0085 -0.0233 0.029
H -2.9420 -3.4234 2.5791 -0.0131 -0.0002 -0.0115 0.018
H -1.9360 -0.3729 0.1356 0.0274 0.0282 -0.0066 0.013
H -3.1713 -4.0040 0.2778 -0.0295 -0.0213 0.0352 0.031
H -1.5814 -4.6263 0.7341 0.0210 0.0089 0.0368 0.019
H -2.1923 -4.8708 -0.8970 0.0305 -0.0104 -0.0436 0.039
H -3.4026 -1.4399 -1.7129 -0.0181 0.0073 0.0449 0.038
H -2.6748 -2.5691 -2.8458 0.0537 -0.0461 -0.0165 0.039
H -1.9380 -0.9931 -2.5873 0.0680 0.0084 0.0197 0.020
H 0.6743 -3.9560 -1.1136 -0.0529 -0.0504 0.0275 0.024
H 1.0546 -2.2499 -1.3383 0.0752 0.0354 -0.0773 0.005
H 0.1515 -3.1126 -2.5594 -0.0677 0.0000 -0.0253 0.045
N 1.2015 4.7539 -3.0935 0.0776 0.0157 -0.3245 0.109
C 1.8644 3.7064 -2.5858 -0.0575 0.0263 0.3788 -0.901
N 2.5917 2.9587 -3.4242 -0.0404 0.1584 -0.3478 0.112
S 1.7937 3.3593 -0.9404 0.1713 0.2468 -0.0063 0.746
H 1.3062 5.0325 -4.0557 -0.0494 0.0077 0.0117 0.115
H 0.7243 5.3767 -2.4673 0.0486 -0.0227 0.0761 0.098
H 2.5498 3.1097 -4.4195 -0.0081 -0.0572 0.0080 0.117
H 2.9129 2.0627 -3.1052 -0.0043 -0.0083 0.0788 0.088
```
Positions in Å, forces in eV/Å.



Record 2
C25H25N3O4 | wB97M-V/def2-TZVPD

Computed properties:
charge: 0
HOMO-LUMO gap: 0.34059 hartree
lowest unoccupied orbital energy: 0.552 eV

The geometry in XYZ format:
```
57
Properties=species:S:1:pos:R:3:forces:R:3:nbo_charge:R:1
C 1.1248 -0.4242 -3.7285 -0.2084 -0.0502 0.0288 -0.622
H 1.6101 -0.7956 -4.6265 0.0955 -0.0391 -0.0928 0.218
C -0.3052 -0.9454 -3.6689 0.2111 -0.0744 -0.2253 -0.225
N -1.0286 -0.3912 -2.5394 0.1934 -0.1449 -0.2456 -0.486
C -1.6587 0.8382 -2.5945 -0.4978 -0.0085 0.2437 0.720
O -1.8181 1.4947 -3.5826 -0.0073 0.1291 -0.2126 -0.541
C -2.1102 1.1365 -1.1775 -0.0467 0.0551 -0.0729 -0.321
H -3.0336 1.7136 -1.1704 0.0491 -0.0604 -0.0440 0.247
C -0.9900 1.8571 -0.3676 0.0768 0.5553 -0.1750 0.054
N -0.6805 0.9804 0.7536 -0.2744 0.2486 0.1602 -0.467
C 0.6158 0.5291 0.6805 0.4840 0.1182 0.2278 0.808
O 1.1734 -0.2282 1.4219 0.1582 -0.1683 -0.0489 -0.570
N 1.2326 1.1926 -0.4019 0.2361 -0.2422 0.0564 -0.520
C 0.3448 1.9511 -1.1126 -0.2300 0.0957 0.0071 0.704
O 0.5734 2.5951 -2.1026 -0.0561 0.1157 -0.0053 -0.564
C 2.5930 1.0041 -0.7560 0.3363 -0.0375 -0.0363 0.206
C 3.1574 -0.2631 -0.6806 -0.0445 0.0312 0.0271 -0.221
C 4.4824 -0.4366 -1.0387 -0.0069 -0.0113 -0.0132 -0.207
C 5.2356 0.6379 -1.4804 0.0769 0.0015 -0.0252 -0.212
C 4.6637 1.8964 -1.5586 0.0348 0.0059 -0.0076 -0.194
C 3.3436 2.0873 -1.1927 -0.1090 -0.0175 0.0665 -0.232
H 2.8935 3.0650 -1.2547 -0.0392 0.0642 -0.0097 0.232
H 5.2472 2.7372 -1.9020 0.0438 0.0708 -0.0306 0.215
H 6.2677 0.4948 -1.7633 0.0874 -0.0108 -0.0241 0.215
H 4.9239 -1.4198 -0.9770 0.0338 -0.0840 0.0104 0.217
H 2.5694 -1.0981 -0.3341 -0.0525 -0.0394 0.0105 0.243
C -1.7947 0.0487 0.9477 -0.2163 -0.2426 -0.0920 -0.044
C -1.5184 -1.0871 1.8949 -0.1514 -0.0377 0.1111 0.019
C -1.8534 -2.4010 1.6113 -0.0303 0.2112 -0.0077 -0.193
C -1.6317 -3.3950 2.5492 0.0100 -0.0350 0.1266 -0.222
C -1.0815 -3.1036 3.7880 -0.0756 -0.0341 -0.0838 0.005
C -0.7711 -1.7791 4.0756 -0.0552 0.0870 -0.0375 -0.220
C -0.9953 -0.7837 3.1482 -0.1170 -0.1179 0.0133 -0.173
H -0.7486 0.2398 3.3871 0.0704 0.1080 0.0268 0.211
H -0.3499 -1.5269 5.0379 0.0430 0.0280 0.1153 0.208
C -0.8110 -4.1844 4.7892 0.0748 0.0050 -0.0316 -0.629
H -1.4212 -5.0621 4.5907 -0.0217 -0.0760 0.0377 0.214
H -1.0100 -3.8349 5.8001 -0.0108 -0.0372 0.0834 0.216
H 0.2370 -4.4806 4.7378 0.0530 -0.0817 0.0620 0.222
H -1.8902 -4.4155 2.3060 -0.0319 -0.1144 -0.0052 0.208
H -2.2792 -2.6681 0.6580 0.0097 -0.0139 -0.0942 0.215
H -2.6151 0.6404 1.3829 0.1198 -0.0936 -0.1530 0.214
C -2.1913 -0.2404 -0.5114 -0.1495 0.0686 0.4076 -0.322
C -1.1989 -1.0587 -1.3431 -0.2082 0.1424 -0.0578 0.702
O -0.6826 -2.1105 -1.0824 0.1634 -0.2618 0.0638 -0.560
H -3.1767 -0.7047 -0.5880 0.0115 0.0165 -0.0670 0.255
C -1.3611 3.2860 0.0596 -0.1114 -0.1145 -0.0045 -0.379
C -2.5035 3.3762 1.0625 0.2007 -0.0240 -0.1636 -0.616
H -2.7004 4.4213 1.2872 -0.0731 0.0563 0.0574 0.225
H -2.2377 2.8742 1.9893 -0.0300 -0.0509 0.1241 0.211
H -3.4197 2.9393 0.6728 -0.1535 -0.0357 0.0084 0.199
H -0.4730 3.7456 0.5006 0.0313 0.0222 -0.0736 0.213
H -1.6021 3.8380 -0.8509 0.0765 0.0281 -0.0201 0.229
H -0.3168 -2.0322 -3.5589 -0.0788 0.1284 -0.0410 0.223
H -0.8510 -0.6531 -4.5696 0.0093 -0.0973 0.1089 0.223
H 1.1292 0.6633 -3.7538 0.0469 0.0777 -0.0131 0.231
H 1.6920 -0.7597 -2.8632 0.0498 -0.0139 0.0297 0.214
```
Positions in Å, forces in eV/Å.



Record 3
C38H28BrN7O5Ti | wB97M-V/def2-TZVPD

Computed properties:
charge: 0
HOMO-LUMO gap: 0.27081 hartree
lowest unoccupied orbital energy: -0.124 eV

The geometry in XYZ format:
```
80
Properties=species:S:1:pos:R:3:forces:R:3:lowdin_charge:R:1
Ti -0.2068 0.3095 -0.7237 -0.0384 -0.4004 0.4577 1.200
C -6.6296 3.1953 -1.6495 -0.0352 0.0080 0.0081 -0.052
C -5.3736 2.6041 -1.0702 0.0090 -0.0032 -0.0169 -0.277
C -4.7487 3.1695 0.0397 -0.0003 0.0031 -0.0093 -0.039
C -3.5545 2.6691 0.5091 -0.0202 0.0178 0.0197 -0.005
C -2.9267 1.5579 -0.0734 0.0941 0.0132 0.0846 -0.210
N -1.6758 1.1453 0.3605 -0.2195 0.0010 0.1236 -0.058
C -1.3431 1.2547 1.7219 -0.1540 0.0847 -0.2895 -0.246
C -2.1762 0.7483 2.7235 0.0874 -0.0563 0.0913 -0.016
C -1.7672 0.7004 4.0416 -0.0371 -0.0368 -0.0375 -0.029
C -0.4999 1.1412 4.4221 0.0517 0.0178 0.0300 -0.266
C -0.0078 0.9911 5.8352 -0.0062 -0.0035 0.0411 -0.044
C 0.3109 1.6985 3.4475 -0.0320 -0.0405 0.0021 0.020
C -0.1146 1.7853 2.1282 0.1662 0.1091 0.0510 -0.132
N 0.6988 2.5096 1.2103 -0.2042 -0.0028 -0.1369 -0.046
C 1.2924 3.7039 1.4310 -0.0250 -0.0210 0.0985 -0.038
C 1.7144 4.1888 0.2194 0.0205 -0.0241 -0.0589 -0.026
C 1.3122 3.2218 -0.7139 0.0601 -0.0435 0.0057 -0.084
N 0.7112 2.2150 -0.1037 -0.0390 0.0758 0.1119 0.004
C -3.5916 0.9564 -1.1481 -0.0480 -0.1458 -0.2035 -0.093
C -4.7719 1.5017 -1.6489 0.0002 0.0546 0.0251 0.017
N -3.1313 -0.2598 -1.7514 0.0887 -0.0108 0.1904 -0.027
C -3.8686 -1.1261 -2.4827 -0.0784 0.0457 0.0240 -0.043
C -3.0614 -2.1725 -2.8512 0.0173 -0.0120 0.0017 -0.022
C -1.8178 -1.8758 -2.2892 0.0366 -0.0349 0.0427 -0.098
N -1.8757 -0.7349 -1.6184 -0.1102 0.1898 -0.2243 -0.024
H -7.2449 3.6460 -0.8705 0.0000 -0.0075 -0.0013 0.076
H -7.2286 2.4385 -2.1565 0.0065 0.0027 0.0015 0.075
H -6.4014 3.9763 -2.3782 0.0249 -0.0069 0.0059 0.084
H -5.1890 4.0349 0.5214 -0.0008 -0.0062 0.0009 0.114
H -3.0617 3.1469 1.3461 0.0047 -0.0018 0.0051 0.119
H -3.1428 0.3545 2.4353 -0.0124 0.0216 0.0007 0.124
H -2.4275 0.2760 4.7893 -0.0055 0.0017 -0.0105 0.115
H -0.8110 0.6706 6.4981 -0.0020 0.0044 -0.0079 0.076
H 0.3932 1.9292 6.2223 0.0021 0.0002 -0.0145 0.080
H 0.7876 0.2447 5.8913 -0.0071 -0.0023 -0.0210 0.076
H 1.3020 2.0568 3.7022 -0.0062 0.0004 0.0037 0.130
H 1.3309 4.1177 2.4239 0.0029 0.0216 -0.0223 0.127
H 2.2356 5.1099 0.0290 -0.0079 -0.0022 0.0034 0.099
H 1.4404 3.1836 -1.7797 0.0202 0.0403 -0.0103 0.116
H -5.2293 1.0660 -2.5268 0.0097 -0.0031 -0.0072 0.112
H -4.9113 -0.9495 -2.6699 0.0005 -0.0192 -0.0019 0.120
H -3.3308 -3.0232 -3.4508 0.0043 0.0015 0.0096 0.103
H -0.8796 -2.4024 -2.3328 -0.0058 -0.0087 -0.0195 0.123
Br 7.1129 -1.1414 0.1089 -0.0050 -0.0006 0.0076 0.726
C 5.5894 -0.4372 -0.7730 -0.0591 -0.0043 -0.0170 -0.682
C 5.7441 0.5807 -1.6967 -0.0310 0.0309 -0.0320 -0.115
C 4.6166 1.0691 -2.3390 0.0578 -0.0570 0.0127 0.020
C 3.3663 0.5537 -2.0480 0.0437 0.0825 -0.0484 -0.182
O 2.2744 1.1672 -2.6462 -0.1213 0.0293 0.2164 0.024
C 3.1982 -0.4579 -1.1055 0.0413 -0.0929 0.0329 -0.056
C 1.8616 -1.0631 -0.6980 -0.2774 0.0957 -0.1656 -0.365
N 1.2191 -0.4001 0.4586 0.4871 0.0088 -0.4150 -0.052
C 1.1213 -1.1504 1.6265 -0.1372 0.1044 -0.0274 -0.240
C 2.1432 -1.3312 2.5222 0.0125 -0.0367 0.1488 -0.004
C 1.9462 -2.0964 3.6983 0.0371 0.0623 -0.0862 -0.071
C 0.7396 -2.6686 3.9840 -0.0613 0.0077 -0.0550 -0.042
C -0.3359 -2.5204 3.0708 -0.0078 -0.0688 0.1230 -0.153
C -1.6174 -3.0913 3.2500 0.0364 -0.0214 0.0552 -0.008
C -2.5769 -2.9158 2.2954 0.0112 0.0811 -0.0986 -0.039
C -2.2627 -2.1573 1.1439 -0.0809 -0.0337 0.1273 -0.116
N -1.0972 -1.6029 0.9588 0.2993 -0.0311 -0.1501 0.109
C -0.1334 -1.7728 1.8999 -0.0523 0.0783 -0.1483 -0.152
C 4.3391 -0.9573 -0.4888 0.0928 -0.0037 0.0054 -0.076
H 6.7232 0.9806 -1.9186 0.0006 -0.0081 -0.0026 0.102
H 4.6917 1.8569 -3.0766 0.0127 -0.0021 0.0054 0.129
H 2.0362 -2.1224 -0.4687 -0.0159 -0.0244 0.0608 0.158
H 3.0974 -0.8532 2.3380 0.0029 -0.0108 -0.0009 0.114
H 2.7746 -2.2130 4.3861 -0.0075 -0.0081 0.0064 0.105
H 0.5907 -3.2409 4.8914 0.0085 0.0025 -0.0015 0.110
H -1.8222 -3.6699 4.1435 0.0061 0.0035 -0.0013 0.118
H -3.5634 -3.3463 2.3998 0.0033 -0.0032 0.0010 0.105
H -3.0075 -2.0039 0.3678 0.0091 -0.0190 -0.0007 0.110
H 4.2433 -1.7680 0.2234 -0.0063 0.0088 0.0051 0.107
O -0.6125 0.7539 -4.5375 0.0119 0.0246 0.0106 0.138
C 0.0652 0.8776 -3.5534 -0.0557 0.1660 0.0078 -0.500
O -0.3485 1.3077 -2.3836 0.2426 -0.0092 -0.1132 -0.138
C 1.5683 0.4984 -3.6110 0.0116 -0.1894 0.0259 -0.378
O 2.0530 -0.2414 -4.4017 0.0275 0.0099 -0.0315 0.191
O 0.9034 -0.9363 -1.7153 -0.1491 0.0065 0.1967 -0.233
```
Positions in Å, forces in eV/Å.



We obtain relative energy (zero: lowest compared OMol25 entry of this formula, charge and spin) values of 67.9, 0.0, 17.7 kcal per mole for the records listed above, in that order.